1.
A single C3H10N2O molecule in a non-equilibrium geometry. Source: the OMol25 dataset; level of theory: ωB97M-V/def2-TZVPD.

Structure (XYZ):
```
16
Properties=species:S:1:pos:R:3:lowdin_charge:R:1
C 0.964 -1.074 1.000 -0.033
C 0.201 0.079 0.361 -0.584
N 0.537 1.314 0.995 0.079
O -1.303 -0.212 0.646 -0.113
C 0.330 0.117 -1.161 -0.134
N -1.058 -0.097 -1.917 -0.007
H 2.046 -0.973 0.861 0.091
H 0.643 -2.028 0.571 0.088
H 0.755 -1.136 2.073 0.084
H 0.032 2.090 0.583 0.081
H 0.279 1.263 1.978 0.088
H -1.897 0.497 0.360 0.064
H 0.701 1.076 -1.531 0.104
H 0.977 -0.680 -1.534 0.103
H -1.686 0.687 -1.754 0.038
H -1.521 -0.923 -1.531 0.052
```

Results
HOMO level = -0.33897 hartree
Structure (SMILES) = C[C@](N)(O)CN
Charge = 0
Frontier orbital gap = 10.008 eV
Multiplicity = 1

2.
2 unconnected molecules or ions with the total composition C3H10N2O in a non-equilibrium geometry. Source: the OMol25 dataset; level of theory: ωB97M-V/def2-TZVPD.

Structure (XYZ):
```
16
Properties=species:S:1:pos:R:3:lowdin_charge:R:1
C -0.123 1.683 -0.274 -0.096
C -1.074 0.976 0.718 -0.299
N -1.076 -0.442 0.457 -0.004
C -0.143 -1.233 0.741 -0.328
N 0.966 -0.974 1.509 0.092
H -0.738 1.925 -1.140 0.066
H 0.754 1.098 -0.478 0.042
H 0.260 2.594 0.189 0.064
H -2.104 1.296 0.597 0.091
H -0.798 1.281 1.730 0.090
H -0.167 -2.230 0.325 0.106
H 1.029 -0.197 2.145 0.084
H 1.846 -1.454 1.421 0.085
O 0.920 -0.328 -2.600 -0.058
H 0.290 -1.024 -2.398 0.030
H 0.431 0.230 -3.205 0.034
```

Results
HOMO level = -0.32882 hartree
Structure (SMILES) = CC/N=C\N.O
Charge = 0
Frontier orbital gap = 9.879 eV
Multiplicity = 1

3.
A single C3H10N2O molecule in a non-equilibrium geometry. Source: the OMol25 dataset; level of theory: ωB97M-V/def2-TZVPD.

Structure (XYZ):
```
16
Properties=species:S:1:pos:R:3:lowdin_charge:R:1
N -1.104 1.268 1.953 -0.031
C -0.502 0.214 1.072 -0.268
C 0.731 0.696 0.204 -0.185
N 1.088 -0.264 -0.927 -0.066
C 0.114 -0.742 -1.922 -0.280
O -0.324 -2.091 -1.668 -0.080
H -0.651 2.078 1.682 0.007
H -0.823 1.209 2.917 0.052
H -1.486 -0.116 0.449 0.139
H -0.176 -0.546 1.859 0.113
H 0.400 1.676 -0.102 0.091
H 1.664 0.751 0.800 0.115
H 1.801 -0.964 -0.707 0.106
H -0.752 -0.048 -1.844 0.111
H 0.482 -0.843 -3.003 0.132
H -0.462 -2.280 -0.762 0.043
```

Results
HOMO level = -0.32517 hartree
Structure (SMILES) = NCCNCO
Charge = 0
Frontier orbital gap = 9.831 eV
Multiplicity = 1

4.
2 unconnected molecules or ions with the total composition C3H10N2O in a non-equilibrium geometry. Source: the OMol25 dataset; level of theory: ωB97M-V/def2-TZVPD.

Structure (XYZ):
```
16
Properties=species:S:1:pos:R:3:lowdin_charge:R:1
C 1.307 2.099 1.148 -0.085
N 0.235 2.645 0.770 -0.102
C -0.979 2.433 1.499 -0.168
H 1.513 1.957 2.221 0.076
H 2.102 1.898 0.430 0.060
H -1.358 3.421 1.792 0.077
H -0.919 1.729 2.342 0.073
H -1.730 2.047 0.811 0.070
N -0.841 -2.927 -0.355 0.008
C -0.504 -1.990 -1.400 -0.309
O 0.914 -1.766 -1.698 -0.098
H -0.069 -3.453 0.046 0.074
H -1.225 -2.396 0.409 0.049
H -0.694 -2.412 -2.381 0.106
H -0.964 -1.072 -1.061 0.106
H 1.360 -1.007 -1.308 0.061
```

Results
HOMO level = -0.34739 hartree
Structure (SMILES) = C=NC.NCO
Charge = 0
Frontier orbital gap = 9.986 eV
Multiplicity = 1

5.
2 unconnected molecules or ions with the total composition C3H10N2O in a non-equilibrium geometry. Source: the OMol25 dataset; level of theory: ωB97M-V/def2-TZVPD.

Structure (XYZ):
```
16
Properties=species:S:1:pos:R:3:lowdin_charge:R:1
C -1.552 0.402 -0.925 -0.092
C -1.635 0.095 0.400 -0.235
C -1.156 0.985 1.494 -0.116
H -2.148 -0.162 -1.630 0.058
H -1.512 1.448 -1.206 0.066
H -1.933 -0.903 0.698 0.097
H -0.309 0.535 2.011 0.069
H -0.841 1.953 1.106 0.074
H -1.947 1.140 2.233 0.074
N 0.935 -0.556 -0.295 -0.072
N 2.303 -0.520 -0.184 -0.178
O 2.983 -1.257 -1.252 -0.111
H 0.631 -1.527 -0.246 0.073
H 0.169 -0.081 -1.087 0.120
H 2.608 0.442 -0.325 0.107
H 3.403 -1.994 -0.793 0.065
```

Results
HOMO level = -0.30936 hartree
Structure (SMILES) = C=CC.NNO
Charge = 0
Frontier orbital gap = 9.525 eV
Multiplicity = 1

6.
2 unconnected molecules or ions with the total composition C3H10N2O in a non-equilibrium geometry. Source: the OMol25 dataset; level of theory: ωB97M-V/def2-TZVPD.

Structure (XYZ):
```
16
Properties=species:S:1:pos:R:3:lowdin_charge:R:1
H 4.430 1.248 -0.368 0.028
N 3.745 1.045 0.348 0.038
C 3.209 -0.103 0.346 -0.396
N 2.777 -0.904 -0.710 0.073
H 3.182 -0.578 1.326 0.102
H 2.929 -0.698 -1.678 0.084
H 2.076 -1.539 -0.373 0.072
C -1.445 0.339 0.170 -0.081
C -2.949 0.299 -0.082 -0.324
O -3.532 -0.798 0.622 -0.077
H -1.262 1.277 0.698 0.071
H -0.920 0.176 -0.768 0.068
H -1.189 -0.406 0.926 0.073
H -3.333 1.295 0.208 0.106
H -3.262 0.180 -1.118 0.102
H -4.456 -0.834 0.452 0.059
```

Results
HOMO level = -0.32160 hartree
Structure (SMILES) = [H]/N=C\N.CCO
Charge = 0
Frontier orbital gap = 9.649 eV
Multiplicity = 1

7.
2 unconnected molecules or ions with the total composition C3H10N2O in a non-equilibrium geometry. Source: the OMol25 dataset; level of theory: ωB97M-V/def2-TZVPD.

Structure (XYZ):
```
16
Properties=species:S:1:pos:R:3:mulliken_spin:R:1
C 1.105 2.107 0.088 0.480
C 0.620 1.561 1.283 0.222
O -0.654 1.488 1.519 0.215
H 2.178 2.203 -0.010 0.017
H 0.475 2.838 -0.391 0.033
H 1.155 0.799 1.870 0.011
H -1.168 2.132 0.985 -0.008
N -1.307 -0.878 -1.482 0.021
C -0.118 -1.468 -0.969 0.001
N -0.161 -1.906 0.457 0.004
H -2.069 -1.529 -1.584 0.001
H -1.577 -0.034 -1.005 -0.001
H 0.206 -2.368 -1.494 0.000
H 0.746 -0.810 -0.998 0.006
H 0.105 -2.833 0.756 0.000
H 0.464 -1.300 0.976 0.000
```

Results
HOMO level (spin up / spin down) = -0.46977 / -0.46799 hartree
⟨S²⟩ = 0.757
Charge = +1
Frontier orbital gap (spin up / spin down) = 7.263 / 3.650 eV
Multiplicity = 2

8.
A molecular structure, C3H10N2O2 in a non-equilibrium geometry. Source: the OMol25 dataset; level of theory: ωB97M-V/def2-TZVPD.

Structure (XYZ):
```
17
Properties=species:S:1:pos:R:3:lowdin_charge:R:1
C 0.176 1.240 -0.425 -0.408
N -0.583 2.270 0.220 0.011
O -0.063 1.051 -1.826 -0.097
H 0.247 1.823 -2.317 0.073
H -0.419 3.198 -0.148 0.063
H -1.571 2.061 0.218 0.065
H 1.233 1.522 -0.302 0.119
H 0.914 -0.478 -0.256 0.114
C -1.296 -1.152 0.329 -0.077
C -0.147 -1.758 0.809 -0.188
O 2.157 -1.608 0.981 -0.049
N 1.004 -1.503 0.156 -0.083
H 2.716 -2.258 0.535 0.095
H -0.067 -2.128 1.826 0.123
H -1.520 -1.237 -0.729 0.081
H -0.583 0.187 0.008 0.100
H -2.196 -1.229 0.921 0.059
```

Results
HOMO level = -0.29984 hartree
Charge = 0
Frontier orbital gap = 9.078 eV
Multiplicity = 1

9.
2 unconnected molecules or ions with the total composition C3H10N2O2 in a non-equilibrium geometry. Source: the OMol25 dataset; level of theory: ωB97M-V/def2-TZVPD.

Structure (XYZ):
```
17
Properties=species:S:1:pos:R:3:lowdin_charge:R:1
N 0.806 0.053 -2.120 0.025
C -0.062 0.684 -1.196 -0.318
N -0.164 -0.109 0.040 -0.120
C 0.147 0.623 1.261 -0.196
C 0.972 -0.129 2.300 -0.253
O 1.866 0.461 2.846 0.052
H 0.401 -0.188 -2.994 0.065
H 1.794 0.012 -1.936 0.080
H -1.095 0.677 -1.668 0.126
H 0.129 1.708 -0.904 0.101
H 0.445 -0.922 -0.101 0.110
H 0.653 1.613 1.256 0.124
H -0.834 0.741 1.817 0.131
H 0.710 -1.164 2.497 0.118
O -2.203 -1.446 -0.546 -0.081
H -2.163 -0.644 -0.023 0.015
H -1.402 -1.970 -0.530 0.022
```

Results
HOMO level = -0.32446 hartree
Structure (SMILES) = NCNCC=O.O
Charge = 0
Frontier orbital gap = 9.581 eV
Multiplicity = 1

10.
A molecular structure, C3H10N2O2 in a non-equilibrium geometry. Source: the OMol25 dataset; level of theory: ωB97M-V/def2-TZVPD.

Structure (XYZ):
```
17
Properties=species:S:1:pos:R:3:lowdin_charge:R:1
C -1.194 -0.322 -0.564 -0.634
C -2.509 0.077 0.074 -0.014
O -0.419 0.642 -1.015 -0.045
O -1.335 -1.426 -1.389 0.017
H -0.872 -1.235 -2.215 0.107
H 0.499 0.686 -0.269 0.111
H 0.486 -0.485 0.769 0.146
H -3.137 0.542 -0.687 0.087
H -2.328 0.796 0.870 0.087
H -3.028 -0.793 0.471 0.084
N 2.638 -0.246 0.041 0.087
C 1.570 0.332 0.693 -0.483
N 1.592 1.169 1.652 0.091
H 3.539 0.208 0.105 0.093
H 2.470 -0.706 -0.840 0.090
H 2.522 1.558 1.828 0.044
H -0.494 -0.797 0.477 0.133
```

Results
HOMO level = -0.34307 hartree
Charge = 0
Frontier orbital gap = 10.033 eV
Multiplicity = 1

11.
2 unconnected molecules or ions with the total composition C3H10N2O2 in a non-equilibrium geometry. Source: the OMol25 dataset; level of theory: ωB97M-V/def2-TZVPD.

Structure (XYZ):
```
17
Properties=species:S:1:pos:R:3:lowdin_charge:R:1
C -0.420 -0.734 0.185 -0.550
C 0.366 0.292 -0.451 -0.325
C -1.129 1.410 -0.713 -0.001
N 1.420 -1.586 0.037 -0.019
N 1.155 1.027 0.507 0.039
O -0.736 -0.555 1.476 0.079
O -1.300 -1.440 -0.526 0.110
H -0.140 0.178 1.765 0.116
H -1.839 -1.972 0.076 0.138
H 0.671 0.122 -1.476 0.132
H 1.197 -2.493 -0.368 -0.004
H 1.595 -1.753 1.027 -0.005
H 2.072 0.589 0.541 0.080
H 1.187 2.012 0.274 0.086
H -1.553 1.742 0.232 0.046
H -0.680 2.247 -1.245 0.036
H -1.864 0.915 -1.340 0.042
```

Results
HOMO level = -0.29355 hartree
Charge = 0
Frontier orbital gap = 8.736 eV
Multiplicity = 1

12.
3 unconnected molecules or ions with the total composition C3H10N2O2 in a non-equilibrium geometry. Source: the OMol25 dataset; level of theory: ωB97M-V/def2-TZVPD.

Structure (XYZ):
```
17
Properties=species:S:1:pos:R:3:lowdin_charge:R:1
C 0.057 -1.609 1.265 -0.204
C 0.713 -2.260 0.134 -0.024
O 0.725 -1.277 2.304 0.004
H 0.212 -0.387 2.638 0.036
H -0.990 -1.332 1.214 0.084
H -0.695 0.477 1.984 -0.029
H 0.730 -1.484 -0.654 0.078
H 0.118 -3.090 -0.253 0.099
H 1.733 -2.560 0.365 0.097
N -0.322 1.476 -0.559 -0.070
N 0.435 0.648 -1.422 0.021
C -0.986 2.550 -1.036 -0.382
O -0.972 2.915 -2.199 -0.011
H -0.414 1.154 0.417 -0.007
H -0.077 0.589 -2.301 0.087
H 1.301 1.134 -1.649 0.092
H -1.569 3.055 -0.247 0.129
```

Results
HOMO level = -0.29226 hartree
Charge = 0
Frontier orbital gap = 7.048 eV
Multiplicity = 1

13.
2 unconnected molecules or ions with the total composition C3H10N2O2 in a non-equilibrium geometry. Source: the OMol25 dataset; level of theory: ωB97M-V/def2-TZVPD.

Structure (XYZ):
```
17
Properties=species:S:1:pos:R:3:lowdin_charge:R:1
C -0.414 -0.230 1.116 -0.007
C 0.665 0.444 0.255 -0.472
O 0.750 1.647 0.349 0.071
N 1.181 -0.621 -0.545 0.057
C 1.979 -0.427 -1.799 -0.276
N 1.957 -1.627 -2.595 -0.023
H -1.289 0.318 1.105 0.058
H -0.161 -0.057 2.131 0.078
H -0.607 -1.216 0.893 0.043
H 0.672 -1.446 -0.422 0.078
H 3.036 -0.025 -1.665 0.125
H 1.409 0.312 -2.426 0.123
H 1.980 -2.516 -2.049 0.089
H 2.351 -1.598 -3.505 0.056
O -4.884 1.104 2.833 -0.007
H -4.369 0.310 2.979 0.035
H -5.285 0.920 2.052 -0.029
```

Results
HOMO level = -0.33926 hartree
Structure (SMILES) = CC(=O)NCN.O
Charge = 0
Frontier orbital gap = 9.881 eV
Multiplicity = 1

14.
A molecular structure, C3H10N2O2 in a non-equilibrium geometry. Source: the OMol25 dataset; level of theory: ωB97M-V/def2-TZVPD.

Structure (XYZ):
```
17
Properties=species:S:1:pos:R:3:lowdin_charge:R:1
C 1.301 0.288 -0.129 -0.291
N 2.273 -0.302 -1.033 0.005
C 0.524 -0.731 0.695 -0.217
N -0.567 -0.035 1.426 0.070
H 0.622 0.896 -0.717 0.104
H 1.832 0.947 0.563 0.109
H 1.803 -0.603 -1.878 0.072
H 2.720 -1.113 -0.647 0.056
H 1.192 -1.238 1.380 0.111
H 0.058 -1.432 0.015 0.109
H -1.145 -0.717 1.927 0.138
H -0.134 0.567 2.115 0.127
H -1.363 0.528 0.608 0.048
O -2.254 1.197 0.095 -0.055
C -2.279 0.722 -1.109 -0.490
O -1.535 -0.147 -1.534 -0.023
H -3.048 1.172 -1.778 0.126
```

Results
HOMO level = -0.35175 hartree
Charge = 0
Frontier orbital gap = 10.145 eV
Multiplicity = 1